Entry one
Formula: C4H8N2
Source: the Open Molecules 2025 dataset
Level of theory: the ωB97M-V functional and the def2-TZVPD basis

Geometry (Å):
C: -1.109 -0.315 -1.030
C: 0.049 0.008 -0.067
C: -0.383 0.394 1.354
N: 0.909 1.008 -0.604
C: 1.066 -1.336 0.124
N: 2.114 -1.756 0.424
H: -0.918 -1.341 -1.319
H: -1.134 0.311 -1.932
H: -2.099 -0.263 -0.562
H: -0.724 1.438 1.445
H: 0.479 0.259 2.007
H: -1.194 -0.256 1.690
H: 1.718 1.107 0.002
H: 1.225 0.741 -1.532

The HOMO energy is -10.2 eV. The SMILES is CC(C)(N)C#N. The HOMO-LUMO gap is 10.919 eV.

=====

Entry two
Formula: C4H8N2
Source: the Open Molecules 2025 dataset
Level of theory: the ωB97M-V functional and the def2-TZVPD basis

Geometry (Å):
C: -0.598 1.088 -0.571
C: 1.915 0.155 -0.154
C: 1.673 -1.242 0.186
C: -2.800 0.103 0.141
N: 2.645 1.133 -0.300
N: -1.457 0.249 -0.363
H: -0.369 2.110 -0.431
H: 0.648 -1.476 0.376
H: 2.166 -1.285 1.136
H: 2.076 -2.063 -0.429
H: -2.615 -0.228 1.154
H: -3.403 -0.523 -0.508
H: -3.487 1.096 0.189
H: 3.606 0.884 -0.425

The HOMO energy (spin up / spin down) is -6.7 / -6.6 eV. The HOMO-LUMO gap (spin up / spin down) is 7.478 / 7.340 eV.

=====

Which of them is most stable, and which least? Most stable: entry one; least stable: entry two.

=====

Entry one
Formula: C5H6O3
Source: the Open Molecules 2025 dataset
Level of theory: the ωB97M-V functional and the def2-TZVPD basis

Geometry (Å):
O: 1.365 -1.314 1.405
C: 0.261 -0.927 0.882
C: -0.346 -1.436 -0.659
C: -0.795 -0.016 -0.933
O: 0.420 0.742 -1.032
C: 0.836 1.215 0.188
C: -0.329 0.492 1.042
O: -1.388 0.706 0.164
H: -1.234 -2.159 -0.631
H: 0.363 -1.417 -1.695
H: -1.364 0.068 -1.899
H: 1.829 0.871 0.814
H: 0.829 2.228 0.504
H: -0.448 0.946 1.850

The HOMO energy is -9.7 eV. The SMILES is O=C1C[C@@H]2OC[C@H]1O2. The HOMO-LUMO gap is 9.859 eV.

=====

Entry two
Formula: C5H6O3
Source: the Open Molecules 2025 dataset
Level of theory: the ωB97M-V functional and the def2-TZVPD basis

Geometry (Å):
C: 0.969 -0.380 0.251
C: -0.280 -0.951 -0.478
C: -0.121 0.537 0.878
C: -0.417 1.294 -0.367
C: -0.669 0.137 -1.262
H: 1.244 -1.716 1.591
H: 1.666 0.111 -0.291
H: -0.453 -1.881 -0.847
H: -0.286 1.035 1.875
H: -0.012 2.432 -0.335
H: -0.604 0.040 -2.385
O: 1.781 -0.968 1.303
O: -0.977 -0.635 0.857
O: -1.842 0.944 -0.788

The HOMO energy is -9.8 eV. The HOMO-LUMO gap is 10.664 eV.

=====

Which of them is most stable, and which least? Most stable: entry one; least stable: entry two.

=====

Entry one
Formula: C5H6O3
Source: the Open Molecules 2025 dataset
Level of theory: the ωB97M-V functional and the def2-TZVPD basis

Geometry (Å):
O: 3.180 0.704 0.219
C: 2.027 0.195 -0.135
O: 2.094 -1.026 -0.182
C: 0.603 0.776 -0.271
O: 0.269 1.960 -0.064
C: -0.358 -0.316 -0.074
C: -1.393 -0.061 0.918
C: -1.835 -0.052 -0.583
H: 3.087 -1.239 0.060
H: 0.242 -1.225 -0.160
H: -1.837 -0.882 1.285
H: -1.508 0.939 1.076
H: -2.634 -0.754 -0.885
H: -1.938 0.980 -1.203

The HOMO energy is -10.2 eV. The SMILES is O=C(O)C(=O)C1CC1. The HOMO-LUMO gap is 9.390 eV.

=====

Entry two
Formula: C5H6O3
Source: the Open Molecules 2025 dataset
Level of theory: the ωB97M-V functional and the def2-TZVPD basis

Geometry (Å):
O: 2.081 -0.731 -0.695
C: 1.049 -0.256 -0.233
C: 0.016 0.811 -0.903
C: 0.043 1.382 0.574
C: 0.534 -0.141 1.042
O: -0.732 -0.768 0.951
C: -1.036 -1.094 -0.375
O: -1.217 0.172 -1.008
H: 0.256 1.414 -1.800
H: -0.905 1.616 0.943
H: 0.975 1.944 0.910
H: 1.112 -0.858 1.855
H: -0.297 -1.652 -0.791
H: -1.880 -1.839 -0.469

The HOMO energy is -9.7 eV. The SMILES is O=C1[C@@H]2C[C@H]1OCO2. The HOMO-LUMO gap is 10.482 eV.

=====

Which of them is most stable, and which least? Most stable: entry one; least stable: entry two.

=====

Entry one
Formula: C4H4N2O2
Source: the Open Molecules 2025 dataset
Level of theory: the ωB97M-V functional and the def2-TZVPD basis

Geometry (Å):
C: 1.469 -0.210 -0.036
C: -0.447 0.840 0.008
C: -1.814 0.170 -0.076
C: 0.116 -0.457 -0.054
H: 3.319 -0.290 -0.029
H: -2.431 0.246 0.823
H: -2.382 0.523 -0.928
H: -1.317 -1.725 0.645
N: 0.361 1.853 -0.058
N: -1.084 -1.197 -0.178
O: 2.602 -0.928 -0.071
O: 1.608 1.176 -0.045

The HOMO energy is -8.6 eV. The HOMO-LUMO gap is 9.271 eV.

=====

Entry two
Formula: C4H4N2O2
Source: the Open Molecules 2025 dataset
Level of theory: the ωB97M-V functional and the def2-TZVPD basis

Geometry (Å):
C: -0.645 -1.869 0.530
C: -0.032 -0.853 1.567
C: 0.809 0.066 0.520
C: -0.102 -0.018 -0.593
H: -1.512 -2.556 0.617
H: 0.181 -2.675 0.429
H: 0.525 -1.438 2.535
H: -1.058 -0.163 2.095
N: 0.802 1.458 0.482
N: 0.533 1.947 -0.589
O: -0.129 0.973 -1.444
O: -0.828 -1.092 -0.690

The HOMO energy is -9.4 eV. The HOMO-LUMO gap is 9.977 eV.

=====

Which of them is most stable, and which least? Most stable: entry one; least stable: entry two.

=====

Entry one
Formula: C4H4N2O2
Source: the Open Molecules 2025 dataset
Level of theory: the ωB97M-V functional and the def2-TZVPD basis

Geometry (Å):
C: -0.652 -0.334 -0.229
C: 0.842 1.565 -0.131
C: 0.203 -1.192 0.189
C: 1.639 -0.875 -0.118
H: -2.527 0.069 -0.750
H: -2.404 -0.749 1.291
H: 1.327 2.284 -0.896
H: -0.036 -2.217 0.426
N: -1.890 -0.110 0.204
N: 2.745 -0.593 -0.159
O: -0.156 0.851 -0.892
O: 0.910 1.301 1.065

The HOMO energy is -9.5 eV. The HOMO-LUMO gap is 9.370 eV.

=====

Entry two
Formula: C4H4N2O2
Source: the Open Molecules 2025 dataset
Level of theory: the ωB97M-V functional and the def2-TZVPD basis

Geometry (Å):
C: 1.396 -0.128 -0.055
C: -0.819 1.209 -0.135
C: -2.100 0.691 0.028
C: -0.941 -1.089 0.088
H: 1.865 1.981 0.586
H: -0.625 2.210 -0.048
H: -3.052 1.249 -0.306
H: -0.450 -2.034 -0.346
N: -0.003 0.088 0.127
N: -2.166 -0.773 0.031
O: 2.230 0.963 -0.033
O: 1.798 -1.302 -0.035

The HOMO energy is -9.5 eV. The HOMO-LUMO gap is 8.901 eV.

=====

Which of them is most stable, and which least? Most stable: entry two; least stable: entry one.

=====

Entry one
Formula: C4H4N2O2
Source: the Open Molecules 2025 dataset
Level of theory: the ωB97M-V functional and the def2-TZVPD basis

Geometry (Å):
N: -1.309 -1.804 -1.391
C: -0.680 -0.989 -0.852
C: 0.128 0.001 -0.200
C: 0.154 0.226 1.140
N: -0.505 -0.480 2.048
C: 0.782 1.000 -1.124
O: 1.104 2.159 -0.748
O: 0.801 0.531 -2.430
H: 0.710 1.126 1.329
H: -1.324 -1.092 1.834
H: -0.595 -0.170 3.019
H: 0.734 -0.507 -2.624

The HOMO energy is -9.4 eV. The SMILES is N#C/C(=C\N)C(=O)O. The HOMO-LUMO gap is 9.678 eV.

=====

Entry two
Formula: C4H4N2O2
Source: the Open Molecules 2025 dataset
Level of theory: the ωB97M-V functional and the def2-TZVPD basis

Geometry (Å):
H: -1.795 -0.686 1.634
N: -1.317 -1.647 1.119
C: -0.451 -1.077 0.344
N: 0.828 -1.601 -0.073
C: 1.541 -0.888 -0.960
O: 1.197 0.335 -1.431
C: 0.309 0.947 -0.786
C: -0.492 0.418 0.173
O: -1.428 1.250 0.839
H: 2.319 -1.343 -1.349
H: 0.350 2.043 -0.751
H: -1.062 2.249 1.241

The HOMO energy is -8.9 eV. The SMILES is [H]/N=c1/ncocc1O. The HOMO-LUMO gap is 8.942 eV.

=====

Which of them is most stable, and which least? Most stable: entry one; least stable: entry two.

=====

Entry one
Formula: C7H12N2O
Source: the Open Molecules 2025 dataset
Level of theory: the ωB97M-V functional and the def2-TZVPD basis

Geometry (Å):
H: 0.474 3.731 0.206
N: -0.227 3.066 -0.421
C: -0.466 2.177 0.429
O: 0.337 2.593 1.660
C: -1.234 0.897 0.426
C: -0.646 -0.155 -0.524
C: -1.413 -1.421 -0.438
C: -2.052 -2.449 -0.397
N: 0.787 -0.334 -0.323
C: 1.150 -1.100 0.855
C: 1.460 -0.819 -1.512
H: 0.045 2.026 2.383
H: -2.263 1.137 0.117
H: -1.290 0.503 1.451
H: -0.776 0.235 -1.544
H: -2.608 -3.370 -0.407
H: 2.215 -0.943 1.071
H: 0.580 -0.766 1.732
H: 0.979 -2.187 0.729
H: 1.155 -1.848 -1.793
H: 1.250 -0.151 -2.359
H: 2.544 -0.823 -1.341

The HOMO energy is -9.0 eV. The SMILES is [H]/N=C(\O)C[C@H](C#C)N(C)C. The HOMO-LUMO gap is 9.699 eV.

=====

Entry two
Formula: C7H12N2O
Source: the Open Molecules 2025 dataset
Level of theory: the ωB97M-V functional and the def2-TZVPD basis

Geometry (Å):
C: -2.500 0.458 -0.449
N: -1.196 0.506 -1.085
C: -0.404 1.703 -0.904
C: 0.024 0.410 -0.292
C: -0.096 0.294 1.176
N: 0.116 0.889 2.226
C: 1.164 -0.350 -0.917
C: 2.526 -0.386 -0.285
C: 1.704 -1.643 -0.374
H: -2.574 1.088 0.456
H: -3.251 0.800 -1.173
H: -2.733 -0.578 -0.170
H: 0.134 2.070 -1.781
H: -0.788 2.477 -0.231
H: 1.140 -0.262 -2.005
H: 3.389 -0.278 -0.942
H: 2.640 0.071 0.699
H: 1.293 -2.040 0.556
H: 1.993 -2.405 -1.098
O: -0.807 -1.167 2.140
H: -0.405 -0.140 3.015
H: -1.370 -1.516 1.439

The HOMO energy is -9.3 eV. The HOMO-LUMO gap is 10.180 eV.

=====

Which of them is most stable, and which least? Most stable: entry one; least stable: entry two.

=====

Entry one
Formula: H4O2
Source: the Open Molecules 2025 dataset
Level of theory: the ωB97M-V functional and the def2-TZVPD basis

Geometry (Å):
O: -1.449 -0.072 -0.058
H: -1.798 0.437 0.657
H: -0.526 0.228 -0.269
O: 1.302 -0.047 -0.075
H: 1.705 -0.519 0.628
H: 1.799 0.804 0.048

The HOMO energy is -10.7 eV. The SMILES is O.O. The HOMO-LUMO gap is 11.322 eV.

=====

Entry two
Formula: H4O2
Source: the Open Molecules 2025 dataset
Level of theory: the ωB97M-V functional and the def2-TZVPD basis

Geometry (Å):
O: -1.250 0.049 -0.114
H: -1.024 0.588 0.666
H: -1.633 -0.729 0.384
O: 1.352 -0.098 0.057
H: 1.348 0.820 -0.177
H: 0.490 -0.293 -0.418

The HOMO energy is -10.9 eV. The SMILES is O.O. The HOMO-LUMO gap is 11.623 eV.

=====

Which of them is most stable, and which least? Most stable: entry one; least stable: entry two.